{"formula": "C44H53GeNO2PRuSeTe", "method": "ωB97M-V/def2-TZVPD", "symbols": ["Ru", "O", "C", "C", "C", "C", "C", "C", "C", "P", "C", "C", "C", "C", "C", "C", "C", "C", "C", "C", "C", "C", "H", "H", "H", "H", "H", "H", "H", "H", "H", "H", "H", "H", "H", "H", "C", "C", "O", "N", "Te", "C", "C", "C", "C", "C", "C", "C", "C", "C", "C", "C", "C", "C", "C", "C", "C", "C", "C", "H", "H", "H", "H", "H", "H", "H", "H", "H", "H", "H", "H", "H", "H", "H", "H", "H", "H", "H", "H", "H", "H", "H", "H", "H", "C", "Ge", "C", "C", "C", "Se", "C", "H", "H", "H", "H", "H", "H", "H", "H", "H", "H", "H", "H", "H", "H"], "coordinates": [[0.260, 0.033, 0.373], [-1.898, 0.729, 1.833], [-1.083, 1.284, 1.145], [-1.005, 2.736, 0.842], [-2.085, 3.593, 1.007], [-1.935, 4.929, 0.668], [-0.718, 5.395, 0.178], [0.366, 4.537, 0.031], [0.220, 3.199, 0.366], [1.511, 1.921, 0.317], [2.587, 2.278, -1.093], [2.543, 1.528, -2.265], [3.348, 1.876, -3.341], [4.196, 2.970, -3.256], [4.251, 3.717, -2.085], [3.455, 3.372, -1.006], [2.560, 2.211, 1.753], [2.055, 2.848, 2.885], [2.839, 2.952, 4.025], [4.117, 2.413, 4.042], [4.623, 1.775, 2.916], [3.847, 1.673, 1.771], [-3.023, 3.209, 1.389], [-2.764, 5.614, 0.786], [-0.613, 6.439, -0.088], [1.305, 4.915, -0.350], [1.885, 0.669, -2.320], [3.321, 1.287, -4.248], [4.824, 3.236, -4.095], [4.923, 4.562, -2.011], [3.527, 3.943, -0.088], [1.058, 3.271, 2.879], [2.451, 3.459, 4.899], [4.727, 2.499, 4.932], [5.627, 1.371, 2.926], [4.254, 1.197, 0.886], [0.645, -3.176, -1.474], [0.163, -1.848, -2.006], [-0.383, -1.996, -3.257], [0.248, -0.714, -1.475], [-0.757, -0.214, -4.030], [-1.642, -0.965, -5.791], [-1.264, -2.173, -6.362], [-0.082, -3.020, -5.954], [-2.015, -2.624, -7.449], [-3.058, -1.895, -7.997], [-3.848, -2.414, -9.162], [-3.323, -0.632, -7.460], [-2.631, -0.150, -6.364], [-2.953, 1.243, -5.869], [-2.452, 0.255, -2.922], [-3.511, -0.640, -2.718], [-3.600, -2.027, -3.300], [-4.568, -0.196, -1.927], [-4.594, 1.069, -1.359], [-5.763, 1.525, -0.533], [-3.522, 1.928, -1.593], [-2.448, 1.555, -2.380], [-1.345, 2.548, -2.642], [0.248, -4.002, -2.057], [0.346, -3.291, -0.434], [1.735, -3.205, -1.521], [0.657, -2.482, -5.364], [0.409, -3.379, -6.858], [-0.399, -3.892, -5.380], [-1.742, -3.574, -7.894], [-3.508, -3.401, -9.466], [-3.759, -1.743, -10.018], [-4.907, -2.479, -8.909], [-4.082, -0.007, -7.917], [-3.365, 1.832, -6.687], [-2.065, 1.792, -5.533], [-3.679, 1.250, -5.056], [-2.633, -2.487, -3.470], [-4.131, -2.006, -4.254], [-4.166, -2.670, -2.628], [-5.397, -0.872, -1.748], [-6.436, 0.703, -0.303], [-6.330, 2.285, -1.073], [-5.430, 1.971, 0.404], [-3.539, 2.926, -1.166], [-1.590, 3.511, -2.195], [-1.185, 2.735, -3.707], [-0.391, 2.213, -2.220], [2.245, -3.091, 4.979], [0.332, -2.824, 4.722], [-0.663, -4.484, 4.845], [-0.353, -1.430, 5.890], [0.075, -2.138, 2.857], [1.248, -0.627, 2.491], [2.820, -1.592, 1.838], [2.415, -3.522, 5.966], [2.789, -2.145, 4.938], [2.662, -3.776, 4.240], [-0.615, -4.869, 5.863], [-0.249, -5.238, 4.176], [-1.711, -4.325, 4.591], [0.033, -1.563, 6.900], [-1.442, -1.462, 5.929], [-0.049, -0.442, 5.542], [-0.942, -1.754, 2.754], [0.256, -2.897, 2.098], [3.597, -1.521, 2.594], [3.152, -1.141, 0.907], [2.530, -2.627, 1.681]], "charge": 2, "e_tot_ha": -7095.77345, "multiplicity": 2, "gap_ev": [7.46, 6.81]}

---

{"formula": "C44H53N10ORbS2Se", "method": "ωB97M-V/def2-TZVPD", "symbols": ["Rb", "S", "C", "N", "N", "C", "C", "C", "C", "C", "C", "N", "N", "C", "C", "C", "C", "C", "C", "H", "H", "H", "H", "H", "H", "H", "H", "H", "H", "H", "C", "C", "C", "N", "C", "S", "N", "C", "O", "C", "C", "C", "C", "C", "C", "H", "H", "H", "H", "H", "H", "H", "H", "H", "H", "H", "H", "H", "H", "N", "C", "C", "C", "C", "C", "N", "H", "H", "H", "H", "H", "H", "C", "C", "C", "C", "N", "C", "Se", "N", "C", "C", "C", "C", "C", "C", "C", "C", "C", "C", "H", "H", "H", "H", "H", "H", "H", "H", "H", "H", "H", "H", "H", "H", "H", "H", "H", "H", "H", "H", "H", "H"], "coordinates": [[-1.710, -0.886, -0.142], [-0.455, -1.621, 2.613], [0.752, -0.463, 2.187], [1.580, 0.079, 3.037], [1.436, -0.301, 4.299], [2.412, -0.058, 5.246], [3.525, 0.740, 4.958], [4.500, 0.929, 5.921], [4.387, 0.341, 7.175], [3.268, -0.428, 7.467], [2.282, -0.625, 6.517], [0.910, -0.129, 0.841], [1.505, 0.957, 0.639], [1.762, 1.317, -0.683], [2.938, 2.044, -0.904], [3.266, 2.478, -2.175], [2.403, 2.241, -3.239], [1.216, 1.556, -3.021], [0.904, 1.080, -1.757], [0.681, -0.961, 4.484], [3.598, 1.185, 3.976], [5.365, 1.539, 5.692], [5.161, 0.480, 7.918], [3.168, -0.886, 8.443], [1.406, -1.223, 6.740], [3.582, 2.237, -0.056], [4.192, 3.014, -2.337], [2.648, 2.600, -4.231], [0.527, 1.382, -3.840], [-0.011, 0.536, -1.590], [-0.905, 5.274, -0.716], [-1.377, 5.039, -2.152], [-1.702, 3.575, -2.424], [-2.965, 3.223, -1.790], [-3.601, 2.070, -1.991], [-2.970, 0.842, -2.922], [-4.818, 1.882, -1.351], [-5.724, 2.772, -0.776], [-6.535, 2.361, 0.020], [-5.706, 4.191, -1.239], [-5.645, 4.504, -2.595], [-5.658, 5.828, -3.000], [-5.720, 6.844, -2.056], [-5.807, 6.534, -0.706], [-5.820, 5.209, -0.298], [-0.592, 6.309, -0.578], [-0.056, 4.627, -0.486], [-1.697, 5.066, 0.007], [-0.597, 5.351, -2.847], [-2.264, 5.645, -2.364], [-0.909, 2.937, -2.028], [-1.784, 3.372, -3.492], [-3.361, 3.903, -1.161], [-5.052, 0.910, -1.203], [-5.604, 3.711, -3.333], [-5.621, 6.064, -4.056], [-5.708, 7.879, -2.375], [-5.875, 7.323, 0.032], [-5.921, 4.952, 0.749], [-3.614, 1.801, 2.002], [-4.464, 0.706, 2.055], [-5.731, 0.802, 2.639], [-6.535, -0.315, 2.649], [-6.064, -1.504, 2.098], [-4.806, -1.494, 1.532], [-4.024, -0.413, 1.481], [-3.777, 2.499, 2.709], [-2.642, 1.541, 1.924], [-6.064, 1.741, 3.062], [-7.524, -0.265, 3.085], [-6.658, -2.405, 2.115], [-4.388, -2.401, 1.105], [1.270, -4.489, -5.025], [2.580, -4.191, -4.301], [2.888, -2.699, -4.189], [1.986, -1.929, -3.222], [2.180, -2.342, -1.847], [1.318, -3.069, -1.082], [-0.389, -3.526, -1.538], [1.937, -3.333, 0.096], [1.382, -4.101, 1.202], [1.305, -5.601, 0.919], [2.634, -6.237, 0.513], [3.656, -6.312, 1.646], [3.161, -2.680, 0.127], [4.134, -2.573, 1.109], [5.252, -1.808, 0.817], [5.396, -1.169, -0.414], [4.430, -1.282, -1.401], [3.315, -2.053, -1.109], [1.165, -5.561, -5.198], [1.238, -3.985, -5.994], [0.412, -4.167, -4.436], [3.403, -4.666, -4.840], [2.555, -4.637, -3.301], [2.783, -2.236, -5.175], [3.928, -2.571, -3.876], [0.936, -2.077, -3.469], [2.210, -0.865, -3.285], [0.394, -3.706, 1.435], [2.020, -3.913, 2.064], [0.574, -5.772, 0.130], [0.926, -6.079, 1.827], [3.062, -5.680, -0.327], [2.431, -7.248, 0.150], [3.981, -5.318, 1.959], [4.542, -6.863, 1.329], [3.233, -6.822, 2.514], [4.027, -3.047, 2.075], [6.024, -1.697, 1.567], [6.276, -0.568, -0.600], [4.531, -0.773, -2.351]], "charge": 0, "e_tot_ha": -5553.23861, "gap_ev": 6.14}

---

{"formula": "C44H55IN2O11P2RuSi", "method": "ωB97M-V/def2-TZVPD", "symbols": ["Ru", "O", "C", "O", "C", "C", "C", "N", "C", "C", "C", "O", "O", "H", "H", "H", "C", "C", "C", "O", "P", "O", "C", "P", "O", "O", "C", "C", "C", "O", "C", "C", "C", "O", "C", "C", "C", "H", "H", "H", "H", "H", "H", "H", "H", "H", "H", "H", "H", "H", "H", "H", "H", "H", "H", "H", "H", "H", "H", "H", "H", "H", "H", "H", "H", "H", "H", "C", "H", "H", "H", "I", "C", "C", "C", "C", "C", "N", "H", "H", "H", "H", "O", "Si", "C", "C", "C", "C", "C", "C", "C", "C", "C", "C", "C", "C", "C", "C", "C", "C", "C", "C", "H", "H", "H", "H", "H", "H", "H", "H", "H", "H", "H", "H", "H", "H", "H"], "coordinates": [[14.728, 12.884, 12.429], [16.604, 19.884, 13.195], [15.607, 19.179, 12.947], [14.580, 19.683, 12.434], [15.387, 17.709, 13.116], [16.410, 16.778, 13.477], [16.249, 15.428, 13.660], [15.058, 14.896, 13.358], [13.997, 15.744, 13.114], [14.080, 17.160, 13.071], [12.781, 14.911, 12.882], [11.687, 15.461, 12.915], [12.946, 13.612, 12.677], [17.431, 17.104, 13.577], [17.125, 14.830, 13.967], [13.161, 17.780, 13.036], [15.369, 11.456, 18.834], [14.170, 10.833, 18.171], [14.007, 9.366, 18.613], [14.582, 10.962, 16.725], [13.684, 11.282, 15.487], [14.505, 11.980, 14.430], [13.107, 9.611, 14.984], [11.437, 9.311, 14.342], [11.109, 10.183, 13.165], [10.595, 9.378, 15.695], [9.073, 9.136, 15.681], [8.359, 9.667, 14.427], [8.635, 9.864, 16.924], [11.350, 7.716, 14.025], [11.566, 7.160, 12.667], [10.331, 7.329, 11.732], [12.795, 7.690, 11.986], [12.436, 12.080, 15.974], [12.314, 13.603, 15.962], [12.728, 13.991, 17.377], [10.855, 13.843, 15.585], [15.317, 11.275, 19.908], [15.364, 12.556, 18.699], [16.264, 10.966, 18.430], [13.209, 11.358, 18.253], [14.965, 8.800, 18.693], [13.382, 8.900, 17.894], [13.588, 9.348, 19.628], [13.119, 8.966, 15.872], [13.827, 9.246, 14.213], [8.972, 8.014, 15.747], [8.735, 10.649, 14.233], [7.304, 9.811, 14.618], [8.503, 9.058, 13.576], [8.835, 10.926, 16.838], [9.068, 9.449, 17.818], [7.544, 9.775, 16.975], [11.736, 6.090, 12.898], [10.115, 8.379, 11.753], [9.484, 6.799, 12.169], [10.501, 6.957, 10.711], [12.576, 8.654, 11.550], [13.018, 7.074, 11.138], [13.677, 7.804, 12.636], [13.071, 14.111, 15.258], [12.141, 13.453, 18.117], [12.520, 15.081, 17.472], [13.796, 13.847, 17.528], [10.198, 13.325, 16.307], [10.620, 13.437, 14.571], [10.660, 14.901, 15.672], [14.308, 11.171, 11.681], [14.539, 10.340, 12.410], [14.980, 11.156, 10.817], [13.264, 11.076, 11.361], [11.619, 13.397, 10.099], [13.681, 14.024, 9.757], [13.934, 14.404, 8.397], [15.196, 14.715, 8.006], [16.288, 14.596, 8.862], [15.994, 14.112, 10.123], [14.724, 13.776, 10.561], [13.116, 14.425, 7.732], [15.367, 14.920, 6.949], [17.308, 14.807, 8.549], [16.732, 13.937, 10.850], [16.815, 12.815, 12.601], [18.252, 12.230, 12.638], [19.560, 13.576, 12.288], [19.374, 14.736, 11.494], [20.382, 15.721, 11.227], [21.600, 15.603, 11.879], [21.834, 14.511, 12.676], [20.877, 13.462, 12.813], [18.758, 11.428, 14.255], [19.722, 10.401, 14.374], [20.150, 9.946, 15.603], [19.689, 10.532, 16.797], [18.653, 11.457, 16.720], [18.171, 11.869, 15.435], [18.445, 10.843, 11.384], [17.697, 9.696, 11.741], [17.456, 8.645, 10.844], [17.892, 8.703, 9.547], [18.652, 9.800, 9.130], [18.981, 10.828, 10.067], [18.475, 14.875, 10.935], [19.980, 16.543, 10.555], [22.388, 16.310, 11.666], [22.792, 14.372, 13.205], [21.223, 12.575, 13.339], [20.224, 10.012, 13.474], [20.882, 9.130, 15.607], [20.201, 10.375, 17.753], [18.248, 11.925, 17.602], [17.292, 12.491, 15.383], [17.338, 9.560, 12.760], [16.945, 7.727, 11.206], [17.534, 7.942, 8.839], [19.152, 9.890, 8.151], [19.654, 11.639, 9.732]], "charge": -1, "e_tot_ha": -4011.67923, "multiplicity": 6, "gap_ev": [3.67, 6.00]}

---

{"formula": "C44H55N5O4S2SeSiW", "method": "ωB97M-V/def2-TZVPD", "symbols": ["W", "C", "C", "C", "C", "C", "C", "C", "C", "C", "C", "C", "C", "N", "C", "O", "C", "C", "C", "C", "C", "N", "C", "O", "N", "C", "C", "C", "C", "C", "C", "C", "C", "C", "C", "C", "C", "H", "H", "H", "H", "H", "H", "H", "H", "H", "H", "H", "H", "H", "H", "H", "H", "H", "H", "H", "H", "H", "H", "H", "H", "H", "H", "H", "H", "H", "H", "H", "H", "H", "H", "H", "H", "H", "O", "C", "C", "C", "C", "C", "C", "C", "O", "N", "N", "C", "S", "C", "C", "S", "H", "H", "H", "H", "H", "H", "H", "H", "H", "C", "Si", "C", "C", "Se", "H", "H", "H", "H", "H", "H", "H", "H", "H"], "coordinates": [[-0.378, -0.406, 0.353], [-1.606, 4.888, 2.757], [-0.326, 4.148, 2.356], [0.901, 4.823, 2.982], [-0.115, 4.060, 0.850], [-0.132, 5.237, 0.120], [0.319, 5.270, -1.186], [1.034, 4.182, -1.651], [1.114, 2.986, -0.944], [2.329, 2.087, -1.217], [2.158, 0.800, -2.018], [3.459, 2.879, -1.883], [0.276, 2.851, 0.210], [-0.155, 1.613, 0.760], [-1.403, 1.738, 1.499], [-2.317, 2.470, 1.182], [-1.417, 0.842, 2.656], [-2.031, 0.925, 3.895], [-1.697, -0.023, 4.848], [-0.743, -1.006, 4.577], [-0.203, -1.060, 3.313], [-0.589, -0.187, 2.378], [0.884, -1.912, 2.751], [1.500, -2.747, 3.392], [1.091, -1.563, 1.448], [2.238, -2.084, 0.764], [2.242, -3.345, 0.139], [3.261, -3.605, -0.779], [4.281, -2.708, -1.012], [4.352, -1.541, -0.269], [3.350, -1.214, 0.631], [3.442, 0.061, 1.451], [4.440, 1.085, 0.901], [3.849, -0.237, 2.904], [1.347, -4.557, 0.414], [2.213, -5.541, 1.223], [0.015, -4.439, 1.160], [-1.800, 4.761, 3.824], [-2.451, 4.494, 2.197], [-1.515, 5.958, 2.558], [-0.362, 3.146, 2.779], [1.067, 5.808, 2.543], [1.799, 4.222, 2.828], [0.749, 4.943, 4.057], [-0.484, 6.149, 0.588], [0.244, 6.175, -1.776], [1.577, 4.274, -2.583], [2.687, 1.806, -0.224], [1.561, 0.963, -2.915], [1.712, 0.030, -1.404], [3.134, 0.413, -2.320], [3.240, 3.068, -2.935], [4.383, 2.300, -1.839], [3.633, 3.832, -1.381], [-2.720, 1.732, 4.102], [-2.149, 0.021, 5.830], [-0.430, -1.718, 5.326], [3.250, -4.547, -1.316], [5.041, -2.928, -1.752], [5.192, -0.874, -0.413], [2.443, 0.513, 1.465], [5.463, 0.775, 1.122], [4.277, 2.047, 1.390], [4.352, 1.231, -0.176], [4.891, -0.560, 2.929], [3.250, -1.020, 3.357], [3.755, 0.668, 3.510], [1.139, -4.999, -0.566], [2.529, -5.056, 2.148], [3.101, -5.846, 0.668], [1.636, -6.432, 1.480], [0.180, -4.306, 2.228], [-0.529, -5.380, 1.033], [-0.621, -3.646, 0.795], [-2.070, -3.589, -1.660], [-1.106, -3.965, -2.527], [-1.003, -5.259, -3.017], [-0.011, -5.571, -3.933], [0.871, -4.596, -4.368], [0.785, -3.307, -3.861], [-0.193, -2.981, -2.936], [-0.276, -1.678, -2.232], [0.056, -1.673, -0.939], [-0.793, -0.629, -2.731], [-1.036, 0.361, -1.782], [-1.574, 1.363, -2.427], [-2.438, 2.690, -1.727], [-3.080, 3.293, -3.331], [-2.041, 3.020, -4.386], [-1.521, 1.288, -4.176], [-2.627, -4.336, -1.420], [-1.694, -6.020, -2.671], [0.068, -6.583, -4.309], [1.634, -4.844, -5.093], [1.499, -2.553, -4.165], [-3.275, 4.358, -3.213], [-4.010, 2.766, -3.545], [-1.169, 3.661, -4.268], [-2.452, 3.114, -5.391], [-5.735, -2.017, 0.712], [-4.958, -0.385, 0.171], [-5.217, -0.028, -1.670], [-5.176, 1.085, 1.327], [-2.659, -0.993, 0.425], [-6.825, -2.008, 0.677], [-5.410, -2.241, 1.729], [-5.362, -2.806, 0.059], [-6.213, -0.339, -1.998], [-4.474, -0.568, -2.257], [-5.110, 1.038, -1.879], [-6.073, 1.663, 1.096], [-4.303, 1.734, 1.242], [-5.242, 0.745, 2.362]], "charge": 0, "e_tot_ha": -5838.84350, "gap_ev": [5.76, 5.80]}